{
  "formula": "C21H32BF6N2O8",
  "method": "the ωB97M-V functional and the def2-TZVPD basis",
  "species": ["C", "C", "C", "C", "C", "C", "C", "C", "N", "B", "O", "O", "C", "C", "C", "C", "O", "N", "O", "C", "H", "H", "H", "H", "H", "H", "H", "H", "H", "H", "H", "H", "H", "H", "H", "H", "H", "H", "H", "H", "H", "H", "C", "C", "O", "C", "O", "C", "F", "F", "F", "H", "H", "H", "H", "H", "C", "C", "O", "C", "O", "C", "F", "F", "F", "H", "H", "H", "H", "H"],
  "coordinates": [[-0.819, -2.218, -0.602], [-2.157, -3.046, -0.944], [-2.365, -3.369, -2.514], [-3.908, -3.012, -2.897], [-4.058, -2.233, -4.292], [-3.786, -0.666, -4.209], [-4.401, 0.381, -5.231], [-4.051, 1.888, -5.096], [-3.180, 2.425, -4.038], [-2.949, 3.912, -4.070], [-4.018, 4.732, -4.636], [-1.767, 4.601, -3.647], [-0.713, 4.299, -4.617], [0.779, 4.417, -4.042], [-2.597, 1.507, -3.075], [-1.603, 2.021, -1.915], [-2.271, 2.679, -0.802], [-3.566, 2.217, -0.820], [-3.802, 1.654, 0.210], [-2.862, -0.042, -3.098], [-1.089, -1.466, 0.238], [-0.404, -1.597, -1.473], [0.024, -2.870, -0.151], [-2.070, -4.076, -0.419], [-3.039, -2.511, -0.450], [-1.624, -2.794, -3.192], [-2.173, -4.483, -2.677], [-4.481, -2.503, -2.047], [-4.425, -4.040, -3.046], [-3.279, -2.685, -5.016], [-5.085, -2.467, -4.769], [-5.098, -0.012, -6.042], [-4.519, 2.581, -5.891], [-4.684, 4.945, -3.945], [-0.869, 3.213, -4.990], [-0.870, 4.986, -5.516], [0.960, 3.744, -3.130], [0.992, 5.529, -3.827], [1.479, 4.059, -4.894], [-1.056, 1.097, -1.480], [-0.768, 2.663, -2.390], [-2.378, -0.711, -2.290], [2.699, 1.371, 4.211], [1.636, 0.741, 3.335], [1.986, 0.864, 1.946], [2.836, -0.068, 1.464], [3.300, -0.966, 2.119], [3.079, 0.154, -0.027], [3.286, 1.453, -0.334], [2.025, -0.251, -0.774], [4.151, -0.517, -0.486], [2.873, 2.410, 3.917], [2.397, 1.348, 5.259], [3.653, 0.848, 4.114], [0.689, 1.269, 3.469], [1.462, -0.305, 3.602], [6.241, -2.757, 5.892], [4.800, -3.226, 5.898], [4.141, -2.820, 7.108], [3.657, -1.561, 7.125], [3.751, -0.787, 6.205], [2.942, -1.281, 8.444], [3.628, -1.736, 9.513], [1.728, -1.873, 8.490], [2.735, 0.032, 8.656], [6.762, -3.106, 6.787], [6.764, -3.132, 5.010], [6.301, -1.665, 5.893], [4.769, -4.317, 5.874], [4.257, -2.869, 5.019]],
  "mulliken_charge": [-0.8608, -0.5549, -0.6647, -0.7678, -0.7331, 0.4636, -0.9277, -0.0403, 0.2633, 0.4520, -0.4898, -0.3269, -0.2655, -0.9228, -0.0771, 0.3485, -0.1542, 0.3130, -0.3766, 0.3783, 0.2246, 0.1701, 0.3685, 0.4094, 0.2671, 0.3542, 0.4481, 0.3744, 0.4149, 0.3098, 0.4025, 0.3776, 0.3816, 0.3328, 0.2113, 0.3785, 0.2176, 0.2740, 0.3316, 0.1348, -0.2550, -0.1623, -1.0810, -0.2175, -0.2543, 0.4026, -0.5012, 0.7663, -0.2533, -0.2156, -0.2484, 0.3562, 0.3621, 0.2652, 0.2977, 0.3084, -1.1296, -0.0861, -0.3286, 0.3596, -0.4836, 0.8670, -0.2405, -0.2614, -0.2407, 0.3319, 0.3748, 0.2952, 0.3066, 0.2261],
  "total_energy_ha": -2154.4516,
  "charge": 1,
  "gap_ev": 7.82,
  "lumo_ev": -5.023
}